# 1
A cluster of 4 separate species, C15H28N4O3Si in total, computed with ωB97M-V/def2-TZVPD.

Structure (XYZ):
```
51
Properties=species:S:1:pos:R:3:forces:R:3
C 2.63346 -1.68128 3.08514 0.00 0.07 -0.01
C 2.59561 -1.53034 1.55370 -0.02 0.01 0.10
C 1.27629 -1.93774 0.88807 -0.16 -0.06 -0.20
N 0.34708 -0.82416 0.67859 0.00 0.14 0.34
C -0.80466 -0.69341 1.50301 -0.06 -0.15 -0.44
Si -1.42012 1.11538 1.50168 -0.11 0.18 -0.03
C -2.93105 1.24232 2.59811 0.04 0.01 0.03
C -0.05480 2.18261 2.20536 0.12 -0.16 0.00
C -1.82210 1.57177 -0.26811 0.16 -0.08 0.02
C -1.91194 -1.70704 1.12203 0.16 0.04 0.07
O -2.00569 -2.60663 2.22471 -0.03 -0.16 0.21
C -1.25202 -2.16538 3.25471 0.00 0.57 -0.14
O -1.22739 -2.64633 4.34194 0.03 -0.27 0.01
O -0.55046 -1.07014 2.89516 -0.09 -0.06 0.27
H 1.74403 -2.18892 3.45651 0.03 -0.01 0.03
H 3.50305 -2.25278 3.40611 0.03 -0.03 -0.01
H 2.68554 -0.71809 3.59180 -0.07 0.02 0.00
H 3.40085 -2.10957 1.10084 0.01 -0.08 0.03
H 2.80004 -0.48958 1.28591 0.06 -0.01 -0.09
H 0.77611 -2.68481 1.50736 0.03 -0.10 -0.06
H 1.47691 -2.40682 -0.07751 0.01 0.05 -0.05
H 0.84648 0.04532 0.56023 0.02 -0.04 0.03
H -2.91667 0.53260 3.42771 0.03 -0.02 -0.01
H -2.95881 2.24345 3.03395 -0.05 0.02 0.00
H -3.85225 1.11444 2.03027 -0.04 -0.05 0.00
H 0.91413 1.98448 1.74018 -0.01 0.06 -0.03
H -0.28660 3.23930 2.06078 0.00 0.01 0.04
H 0.05880 1.98789 3.27376 -0.02 0.04 0.00
H -2.88231 1.42266 -0.47722 0.04 0.05 -0.06
H -1.57864 2.61867 -0.45939 -0.10 0.03 -0.01
H -1.23608 0.96334 -0.96244 -0.02 0.01 0.00
H -1.64397 -2.26483 0.22821 0.02 0.02 -0.03
H -2.88855 -1.23525 0.98541 0.01 -0.02 -0.02
C 2.10693 1.34860 -3.62530 0.01 0.04 0.00
C 1.44077 0.18914 -3.04508 -0.04 -0.03 0.04
N 0.91624 -0.71979 -2.57927 0.04 0.01 -0.04
H 2.07036 2.18370 -2.92743 -0.01 -0.01 0.00
H 3.14377 1.10769 -3.84886 -0.03 0.00 0.00
H 1.62197 1.63533 -4.55613 0.01 -0.03 0.00
C -6.45942 -0.58392 0.11085 -0.01 -0.03 0.02
C -5.88188 0.72477 -0.17087 0.02 0.05 -0.03
N -5.42158 1.75267 -0.39313 -0.04 -0.06 0.03
H -6.69868 -0.66374 1.16983 0.00 0.00 0.00
H -7.36923 -0.72093 -0.47043 0.00 0.01 0.00
H -5.75080 -1.36749 -0.15225 0.00 0.01 0.00
C 6.39273 1.02331 -6.05372 0.03 -0.01 0.01
C 4.95413 0.98512 -6.28728 -0.04 0.00 -0.07
N 3.82351 0.95563 -6.48282 0.06 0.02 0.06
H 6.80650 0.01947 -6.12846 -0.01 0.00 0.00
H 6.87084 1.66052 -6.79520 -0.01 0.00 0.00
H 6.59958 1.41879 -5.06101 0.00 0.00 0.00
```
Positions in Å, forces in eV/Å.

The highest occupied orbital energy comes out at -8.87 eV. Its LUMO energy is 0.366 eV. Its multiplicity is 1. The SMILES is CCCN[C@@]1([Si](C)(C)C)COC(=O)O1.CC#N.CC#N.CC#N. Its orbital gap is 9.24 eV.

Atomic partial charges in e from the natural (NBO) method, atoms 1 to 8: -0.615 -0.409 -0.217 -0.635 -0.013 1.637 -1.126 -1.116


# 2
An isolated molecule of C2H4N2O4, computed with ωB97M-V/def2-TZVPD.

Structure (XYZ):
```
12
Properties=species:S:1:pos:R:3:forces:R:3
C -0.83969 -0.35280 0.50789 -1.28 1.28 6.25
C 2.61206 -0.19885 0.14699 0.47 -2.51 4.01
H -1.84389 1.34777 -1.33741 -1.35 -5.18 0.35
H -3.02128 0.52733 0.64968 4.26 -3.29 -1.27
H 0.37648 -0.11912 -1.33349 -1.14 -0.36 1.72
H 3.40957 0.51747 0.56973 -1.42 -0.28 -1.30
N -2.17625 -0.24759 0.14602 -2.45 3.42 -3.77
N 0.32583 -0.36371 -0.30754 -2.28 -0.18 -0.68
O -2.14879 0.19709 -1.31007 0.62 4.26 1.01
O -0.79852 -0.34233 1.78508 1.54 -0.48 -3.84
O 1.20869 0.43642 0.37717 5.10 -1.33 -1.41
O 2.89579 -1.40168 0.10597 -2.07 4.63 -1.07
```
Positions in Å, forces in eV/Å.

The value obtained for the energy above the lowest of the compared OMol25 structures with the same formula, charge and spin is 148.8 kcal/mol. The highest occupied orbital energy comes out at -10.04 eV. Its LUMO energy is -0.166 eV. Its multiplicity is 1. The SMILES is O=CONC(=O)NO. Its orbital gap is 9.87 eV.

Atomic partial charges in e from the natural (NBO) method, atoms 1 to 8: 0.716 0.605 0.434 0.437 0.400 0.159 -0.336 -0.360


# 3
A structure of composition C36H43GeIN2O4PPb, computed with ωB97M-V/def2-TZVPD.

Structure (XYZ):
```
89
Properties=species:S:1:pos:R:3:forces:R:3
Pb 0.27050 -0.28080 -0.22800 -0.58 -0.89 1.04
C -3.09470 1.92550 2.55030 0.01 0.00 0.21
C -1.79500 1.60740 3.19630 -0.20 -0.01 -0.60
N -1.71900 1.56000 4.47920 -2.08 0.39 1.31
C -0.63470 1.38690 5.18960 -0.31 0.06 -0.41
C 0.58780 1.23790 4.55480 1.37 -0.15 -1.26
C 1.82490 1.08440 5.42650 -0.08 -0.28 -0.06
O 2.90140 1.84090 4.93150 0.21 0.24 -0.13
C 0.58830 1.13380 3.14230 0.09 0.00 1.25
C 1.81920 0.69120 2.55070 1.14 -0.21 -0.58
N 1.99340 0.06060 1.43600 -1.03 0.62 0.45
C 3.26300 -0.48140 1.21070 0.93 -0.46 -0.04
C 3.96300 -1.11080 2.24740 -0.17 0.15 -0.18
C 5.21830 -1.64900 2.03700 0.09 0.03 -0.11
C 5.80540 -1.57870 0.78270 -0.07 0.04 0.00
C 5.12260 -0.98470 -0.27250 0.04 -0.09 -0.09
C 3.86950 -0.46600 -0.04140 -0.53 0.27 -0.27
I 2.79600 0.41220 -1.68610 1.21 -0.03 0.02
C -0.60730 1.36050 2.40060 -0.36 0.09 -0.74
O -0.69710 1.42830 1.12190 0.38 -0.09 0.86
H -3.86360 2.00000 3.31520 0.04 -0.02 -0.03
H -3.03350 2.87380 2.01920 0.01 0.06 -0.13
H -3.35320 1.14010 1.84060 -0.04 -0.01 -0.12
H -0.75720 1.33150 6.25930 0.10 -0.06 0.25
H 1.56460 1.36840 6.44860 0.01 -0.09 -0.07
H 2.11560 0.02280 5.43750 -0.09 0.13 0.13
H 3.18150 2.51030 5.56500 -0.03 -0.06 0.01
H 2.70170 0.90060 3.15750 -0.04 -0.18 -0.10
H 3.48910 -1.19220 3.21340 -0.03 -0.07 0.11
H 5.73650 -2.13320 2.85070 0.02 -0.03 0.05
H 6.78580 -1.99610 0.60770 0.04 -0.03 0.01
H 5.56290 -0.95130 -1.25610 0.07 0.03 -0.08
O -1.94780 -3.11820 1.74540 -0.43 0.17 0.79
C -1.04340 -2.92720 0.99060 -1.31 -1.56 -2.00
O -0.01380 -2.21380 1.08730 1.81 2.02 0.06
C -1.14800 -3.70210 -0.45880 0.19 0.57 1.34
P -1.09410 -2.50610 -1.79080 -0.93 -1.28 -1.12
C -2.79510 -2.05960 -2.21560 0.94 0.08 0.25
C -3.74180 -2.00660 -1.18720 -0.12 0.03 0.14
C -5.06270 -1.73630 -1.48870 0.02 0.02 0.11
C -5.44430 -1.49180 -2.80200 0.14 -0.03 0.00
C -4.49420 -1.51020 -3.81600 0.12 0.05 -0.14
C -3.16570 -1.77250 -3.53230 -0.05 0.01 -0.13
C -0.18010 -3.15400 -3.22330 -0.32 0.40 0.46
C 0.68290 -2.35990 -3.97280 -0.11 0.03 0.00
C 1.29430 -2.88650 -5.09710 0.03 0.00 0.05
C 1.04440 -4.20080 -5.46760 0.05 0.13 0.06
C 0.17750 -4.98410 -4.72170 -0.06 -0.21 0.06
C -0.42830 -4.47950 -3.58510 -0.01 0.13 -0.02
H -2.07710 -4.27200 -0.43720 0.07 0.03 -0.23
H -0.27320 -4.35360 -0.49500 -0.01 0.06 -0.22
H -3.45500 -2.20370 -0.16480 0.01 -0.09 0.18
H -5.79850 -1.71960 -0.70090 -0.08 -0.03 0.10
H -6.47880 -1.28510 -3.03430 -0.06 -0.02 -0.02
H -4.79210 -1.32230 -4.83530 -0.03 -0.01 -0.12
H -2.43320 -1.80160 -4.32650 0.05 -0.02 -0.08
H 0.88100 -1.33840 -3.68000 0.00 0.11 0.00
H 1.96690 -2.27220 -5.67490 0.08 0.01 -0.08
H 1.53820 -4.61790 -6.33070 0.00 -0.04 -0.13
H -0.03170 -6.00110 -5.01880 0.04 -0.07 -0.03
H -1.10300 -5.09620 -3.00920 -0.03 -0.08 0.04
C -5.35970 2.10270 -2.41500 0.19 0.09 -0.12
C -4.59830 3.33240 -2.88610 -0.02 0.02 0.16
C -4.08770 4.21160 -1.75030 0.03 0.06 -0.40
C -2.99510 3.54590 -0.92620 0.80 -0.11 -0.28
Ge -1.39000 2.90620 -1.99270 0.04 0.00 -0.25
C 0.29140 3.90680 -2.54100 -0.76 -0.40 0.56
C 0.12420 4.86740 -3.72450 -0.09 0.02 -0.34
C 0.21630 4.16750 -5.07920 -0.22 0.06 0.16
C -0.82320 3.06800 -5.24810 0.23 0.16 0.14
H -5.78900 1.58170 -3.26500 -0.05 -0.12 -0.06
H -6.17430 2.39740 -1.75960 -0.12 -0.01 0.12
H -4.71340 1.40350 -1.88460 0.00 -0.13 0.10
H -5.25140 3.92860 -3.52210 0.12 0.01 -0.13
H -3.72990 3.01620 -3.49340 -0.08 0.06 -0.19
H -4.91430 4.44870 -1.07590 0.05 0.04 0.05
H -3.72660 5.15860 -2.15520 0.00 0.03 0.07
H -3.37130 2.66040 -0.41080 0.19 -0.05 -0.04
H -2.58620 4.24970 -0.19670 0.09 -0.10 0.03
H -1.35600 1.32360 -2.29630 -0.03 0.93 0.24
H 1.07550 3.17120 -2.74950 -0.17 -0.01 0.15
H 0.55790 4.48230 -1.65000 -0.01 -0.13 0.09
H 0.92470 5.60820 -3.66260 -0.08 0.00 0.14
H -0.82220 5.41320 -3.64440 0.09 0.05 -0.04
H 1.21940 3.75530 -5.21250 0.01 0.05 -0.02
H 0.06730 4.92250 -5.85350 0.09 -0.06 -0.01
H -0.60900 2.20940 -4.59690 -0.04 -0.06 -0.05
H -0.82190 2.70330 -6.27230 -0.16 -0.15 -0.01
H -1.82150 3.45560 -5.02810 -0.18 -0.02 -0.05
```
Positions in Å, forces in eV/Å.

The highest occupied orbital energy (alpha / beta) comes out at -16.05 / -16.33 eV. Its LUMO energy (alpha / beta) is -10.856 / -10.778 eV. Its multiplicity is 1. Its orbital gap (alpha / beta) is 5.20 / 5.55 eV. As for the charge: +3.

Atomic partial charges in e from the Löwdin method, atoms 1 to 8: 1.149 0.020 -0.198 0.169 0.018 -0.052 -0.173 -0.042


# 4
An isolated molecule of C7H10ClN3O2S, computed with ωB97M-V/def2-TZVPD.

Structure (XYZ):
```
24
Properties=species:S:1:pos:R:3:forces:R:3
C 1.62370 0.87407 1.83400 1.05 -0.13 -2.12
C 0.58135 1.47759 2.41669 2.16 2.07 1.02
C 1.24581 -0.33091 0.97115 5.14 1.34 -3.04
C -0.70222 0.95360 2.47837 -2.25 -3.39 -1.23
C -0.80880 -0.49367 -2.39615 0.88 0.13 0.80
C 0.29037 -1.14570 1.64131 -1.43 0.17 1.21
C -0.87582 -0.31871 2.03647 -0.50 0.55 0.82
N -0.42449 -0.54139 -1.14219 0.01 0.23 0.59
N -2.06846 -0.83713 -2.69139 -0.88 -1.02 1.70
N 0.03459 -0.10181 -3.36107 0.93 -0.14 -0.40
O 1.91114 0.38677 -1.65982 0.00 -0.27 1.17
O 0.27454 1.77580 -0.42745 0.57 -1.24 -0.60
S 0.78941 0.43322 -0.70220 -1.16 1.08 0.89
Cl -2.40149 -1.12895 2.23079 0.13 0.10 -0.19
H 2.60926 1.35609 1.52790 -1.49 -0.44 1.11
H 0.68632 2.44862 2.89983 0.38 -0.10 -0.16
H 2.18446 -0.95424 0.53673 -1.92 1.27 1.53
H -1.61329 1.40960 2.79343 -0.01 0.91 0.43
H 0.10809 -2.03335 1.13491 -0.88 -1.53 -0.88
H 0.76627 -1.38246 2.57808 0.38 -0.53 0.72
H -2.72969 -0.98195 -1.88843 1.19 0.42 -1.35
H -2.39825 -0.42278 -3.51286 -0.95 0.33 -1.20
H 1.02881 -0.02644 -2.99127 -1.24 0.08 -0.88
H -0.11161 -0.41588 -4.30685 -0.12 0.12 0.03
```
Positions in Å, forces in eV/Å.

The value obtained for the energy above the lowest of the compared OMol25 structures with the same formula, charge and spin is 1.1 kcal/mol. The highest occupied orbital energy comes out at -8.31 eV. Its LUMO energy is 0.519 eV. Its multiplicity is 1. The SMILES is NC(N)=NS(=O)(=O)[C@H]1C=CC=C(Cl)C1. Its orbital gap is 8.83 eV.

Atomic partial charges in e from the natural (NBO) method, atoms 1 to 8: -0.216 -0.177 -0.414 -0.288 0.651 -0.514 0.083 -0.918


Number 1: largest force on an atom 0.6 eV Å⁻¹. Number 2: largest force on an atom 6.5 eV Å⁻¹. Number 3: largest force on an atom 2.9 eV Å⁻¹. Number 4: largest force on an atom 6.1 eV Å⁻¹.